1.
Density functional theory data (ωB97M-V/def2-TZVPD) for a structure of composition C18H41AuO2P3.

Structure (XYZ):
```
65
C18H41AuO2P3 ωB97M-V/def2-TZVPD
Au -1.553 -1.056 -1.553
P -1.762 0.973 -3.030
P -2.275 0.229 0.478
P 0.821 -1.526 -2.137
H -1.489 -3.957 2.298
C -0.421 -4.096 2.284
C 0.438 -3.150 2.755
H 0.085 -2.253 3.244
C -3.452 0.919 -3.688
C -1.604 2.638 -2.370
C -0.710 0.992 -4.476
C -2.173 -0.860 1.902
C -1.395 1.716 0.994
C -4.009 0.756 0.333
C 1.532 -2.644 -0.894
C 2.111 -0.257 -2.383
C 0.874 -2.476 -3.687
H -0.040 -4.966 1.732
H 1.503 -3.264 2.641
H -3.431 1.125 -4.761
H -4.094 1.660 -3.198
H -3.899 -0.068 -3.540
H -1.656 3.356 -3.189
H -0.647 2.775 -1.868
H -2.396 2.886 -1.666
H -1.058 1.771 -5.156
H -0.734 0.040 -5.006
H 0.322 1.216 -4.209
H -3.189 -0.983 2.290
H -1.550 -0.385 2.668
H -1.743 -1.840 1.686
H -2.111 2.540 1.073
H -0.571 2.016 0.345
H -0.968 1.554 1.988
H -4.252 1.399 1.180
H -4.626 -0.154 0.338
H -4.162 1.264 -0.634
H 2.139 -3.433 -1.353
H 0.733 -3.120 -0.322
H 2.168 -2.091 -0.197
H 3.101 -0.645 -2.098
H 1.912 0.636 -1.777
H 2.165 0.041 -3.439
H 1.800 -3.054 -3.775
H 0.807 -1.797 -4.542
H 0.029 -3.168 -3.725
C -2.412 -3.714 -2.139
C -3.616 -3.196 -2.795
C -4.247 -3.940 -3.799
C -3.757 -5.187 -4.205
C -2.603 -5.663 -3.585
C -1.971 -4.989 -2.572
O -1.524 -3.200 -1.349
H -2.869 -0.316 -1.080
H -4.073 -2.214 -2.590
H -5.163 -3.630 -4.285
H -4.211 -5.825 -4.953
H -2.122 -6.619 -3.817
H -1.057 -5.243 -2.033
C 2.318 1.773 0.898
O 1.682 2.327 -0.254
H 2.741 0.793 0.631
H 1.550 1.617 1.669
H 3.120 2.402 1.313
H 2.134 3.193 -0.458
```

Its energy relative to the best compared isomer or geometry (same formula, charge and spin) is 67.5 kcal per mole. The value obtained for the molecular weight is 579.41 g mol⁻¹. The HOMO energy (alpha / beta) is -17.121 / -17.121 eV. Its charge is +3. The HOMO-LUMO gap (alpha / beta) comes out at 6.94 / 5.00 eV. As for the LUMO energy (alpha / beta): -10.178 / -12.116 eV. As for the expectation value of S²: 2.0343. Its spin multiplicity is 3. The value obtained for the calculated total energy is -54954.4192 eV.

***

2.
Density functional theory data (ωB97M-V/def2-TZVPD) for the ion H5N4O4P2 with charge -1.

Structure (XYZ):
```
15
H5N4O4P2 ωB97M-V/def2-TZVPD
N 0.498 -0.813 0.877
N -0.676 -1.369 0.938
N 1.040 1.881 0.286
N 0.116 2.818 0.036
O -1.894 -1.354 -1.447
O -3.253 -1.657 0.718
O 0.743 -0.004 -1.669
O 2.587 0.092 0.054
P 1.008 0.198 -0.235
P -2.244 -0.775 0.134
H 1.394 2.094 1.285
H -1.196 -0.840 -1.872
H -0.236 2.444 -0.859
H -0.678 -1.833 1.869
H 2.790 -0.881 -0.115
```

Its energy relative to the best compared isomer or geometry (same formula, charge and spin) is 31.0 kcal per mole. The value obtained for the molecular weight is 187.01 g mol⁻¹. The HOMO energy (alpha / beta) is -4.007 / -3.865 eV. Its charge is -1. The HOMO-LUMO gap (alpha / beta) comes out at 7.24 / 7.33 eV. As for the LUMO energy (alpha / beta): 3.229 / 3.464 eV. The value obtained for the calculated total energy is -32810.9043 eV.

***

3.
Density functional theory data (ωB97M-V/def2-TZVPD) for an isolated molecule of C24H22BrFN4O4S.

Structure (XYZ):
```
57
C24H22BrFN4O4S ωB97M-V/def2-TZVPD
C 1.896 2.747 2.898
H 0.943 2.227 2.859
H 2.628 2.074 3.336
H 1.797 3.618 3.541
C 2.339 3.178 1.504
N 2.443 2.056 0.588
C 3.571 1.330 0.615
C 3.859 0.296 -0.225
C 2.967 -0.026 -1.331
O 3.186 -0.854 -2.201
C 1.727 0.767 -1.304
C 0.775 0.550 -2.303
C -0.440 1.174 -2.261
C -0.827 1.980 -1.169
C 0.166 2.274 -0.238
C 1.446 1.717 -0.309
H -0.071 2.912 0.593
N -2.109 2.496 -1.096
C -3.252 1.667 -1.417
H -3.944 2.241 -2.041
H -2.940 0.788 -1.972
C -3.988 1.207 -0.120
N -3.101 1.356 1.011
C -2.374 0.350 1.540
S -0.959 0.590 2.354
N -2.941 -0.908 1.469
C -2.337 -2.142 1.656
O -3.002 -3.092 1.984
C -0.887 -2.228 1.318
C -0.482 -2.138 -0.009
C 0.841 -2.294 -0.375
C 1.787 -2.529 0.608
C 1.401 -2.639 1.934
C 0.070 -2.509 2.286
H -0.242 -2.600 3.315
H 2.138 -2.834 2.698
H 2.822 -2.632 0.320
H 1.137 -2.234 -1.411
Br -1.784 -1.853 -1.366
H -3.955 -0.958 1.500
C -2.766 2.743 1.261
H -1.913 2.765 1.940
C -2.456 3.454 -0.079
H -3.347 3.982 -0.434
H -1.661 4.188 0.040
H -3.619 3.221 1.754
H -4.304 0.173 -0.244
H -4.871 1.828 0.062
F -1.281 1.010 -3.310
H 1.021 -0.110 -3.121
C 5.131 -0.410 0.009
O 6.034 0.036 0.682
O 5.194 -1.615 -0.557
H 6.068 -2.008 -0.407
H 4.297 1.593 1.373
H 3.324 3.649 1.564
H 1.649 3.913 1.086
```

Its energy relative to the best compared isomer or geometry (same formula, charge and spin) is 3.5 kcal per mole. The value obtained for the molecular weight is 561.43 g mol⁻¹. As for the structure (SMILES): CCn1cc(C(=O)O)c(=O)c2cc(F)c(N3CCN(C(=S)NC(=O)c4ccccc4Br)CC3)cc21. The HOMO energy is -8.182 eV. Its charge is 0. The HOMO-LUMO gap comes out at 8.41 eV. As for the LUMO energy: 0.229 eV. The value obtained for the calculated total energy is -122992.0899 eV.

***

4.
Density functional theory data (ωB97M-V/def2-TZVPD) for a structure of composition C10H21N5O4.

Structure (XYZ):
```
40
C10H21N5O4 ωB97M-V/def2-TZVPD
C 3.908 -0.168 0.506
C 2.628 0.475 0.118
C 4.896 -0.555 -0.672
C 6.331 -0.999 -0.070
C 0.193 0.562 -0.414
C -0.021 2.001 -0.012
C -1.022 -0.338 -0.064
C -2.358 0.322 -0.367
C -3.575 -0.572 0.412
C -5.998 -0.720 -0.117
H 3.937 -1.180 2.524
H 2.781 -1.773 1.027
H 4.282 0.613 1.250
H 5.055 0.305 -1.349
H 4.658 -2.557 -0.731
H 7.183 -0.192 0.811
H 5.973 -2.253 0.458
H 6.872 -1.184 -1.075
H 1.057 -0.646 1.082
H 0.496 0.378 -1.575
H -0.851 -1.350 -0.537
H -0.806 -0.599 1.004
H -2.362 1.316 0.143
H -2.674 0.427 -1.539
H -3.289 -0.192 1.495
H -3.201 -1.762 0.325
H -4.832 0.682 -0.978
H -6.320 -0.631 -1.970
H -7.230 -2.134 0.770
H -6.330 -0.948 1.718
H 0.450 2.964 1.816
N 3.796 -1.341 1.333
N 1.348 -0.047 0.365
N -4.792 -0.100 -0.178
N -6.851 -0.621 -1.016
N -6.323 -1.596 0.933
O 2.710 1.420 -0.675
O 4.382 -1.781 -1.357
O -0.845 2.766 -0.519
O 0.630 2.170 1.219
```

Its energy relative to the best compared isomer or geometry (same formula, charge and spin) is 208.5 kcal per mole. The value obtained for the molecular weight is 275.31 g mol⁻¹. The HOMO energy is -8.890 eV. Its charge is 0. The HOMO-LUMO gap comes out at 9.12 eV. As for the LUMO energy: 0.232 eV. The value obtained for the calculated total energy is -26344.2104 eV.